Entry 1:
Entry from OMol25: a gas-phase ion, C25H33OSi (charge +1) (ωB97M-V/def2-TZVPD).

XYZ file:
```
60
Properties=species:S:1:pos:R:3:lowdin_charge:R:1
C 5.466 -0.963 -0.246 -0.1508
Si 4.143 -2.203 -0.603 0.5214
C 3.882 -2.518 -2.427 -0.1526
C 4.432 -3.808 0.411 -0.1542
O 2.636 -1.538 -0.003 -0.0667
C 1.393 -2.008 -0.192 -0.1534
C 0.221 -1.208 0.042 -0.1041
C -0.969 -2.080 -0.224 -0.1769
C -0.473 -3.514 -0.563 -0.1324
C 1.065 -3.504 -0.293 -0.0902
H 6.366 -1.144 -0.846 0.0485
H 5.165 0.079 -0.429 0.0416
H 5.790 -1.030 0.795 0.0419
H 4.857 -2.582 -2.939 0.0486
H 3.351 -3.465 -2.608 0.0351
H 3.299 -1.711 -2.906 0.0446
H 5.377 -4.297 0.041 0.0557
H 4.540 -3.581 1.499 0.0484
H 3.591 -4.530 0.332 0.0193
H 0.235 -0.470 0.998 0.2263
H -1.652 -2.068 0.651 0.1419
H -1.476 -1.719 -1.149 0.1061
H -1.015 -4.289 0.029 0.1271
H -0.680 -3.685 -1.637 0.1193
H 1.643 -4.123 -0.991 0.1096
H 1.279 -4.062 0.665 0.1517
C -7.868 1.862 1.677 -0.0499
C -6.517 1.426 1.255 -0.2731
C -6.403 0.251 0.492 -0.0324
C -5.163 -0.151 0.022 -0.0242
C -4.018 0.629 0.274 -0.2274
C -2.747 0.215 -0.240 -0.0441
C -1.581 0.700 0.240 -0.0816
C -0.252 0.481 -0.375 -0.1533
C 0.676 1.641 -0.239 -0.2162
C 1.511 1.921 -1.326 -0.0171
C 2.428 2.959 -1.213 -0.0312
C 2.593 3.634 0.004 -0.2716
C 3.641 4.700 0.112 -0.0493
C 1.746 3.350 1.086 -0.0150
C 0.845 2.295 0.981 -0.0227
C -4.127 1.761 1.128 -0.0116
C -5.375 2.175 1.581 -0.0224
H -7.817 2.788 2.235 0.0780
H -8.527 1.971 0.816 0.0916
H -8.257 1.076 2.317 0.0890
H -7.307 -0.304 0.228 0.1230
H -5.065 -1.036 -0.619 0.1172
H -2.777 -0.643 -0.944 0.1104
H -1.590 1.352 1.120 0.1026
H -0.289 0.190 -1.446 0.1486
H 1.485 1.310 -2.230 0.1208
H 3.099 3.219 -2.044 0.1259
H 3.686 5.094 1.142 0.0837
H 4.627 4.327 -0.219 0.0918
H 3.338 5.525 -0.560 0.0961
H 1.886 3.895 2.021 0.1197
H 0.305 1.956 1.857 0.1145
H -3.223 2.341 1.320 0.1058
H -5.430 3.112 2.139 0.1185
```

The net charge is +1. The spin multiplicity is 1. As for the frontier orbital gap: 6.44 eV. As for the lowest unoccupied orbital energy: -0.15232 hartree.

---

Entry 2:
Entry from OMol25: a single C6H8FN5O molecule (ωB97M-V/def2-TZVPD).

XYZ file:
```
21
Properties=species:S:1:pos:R:3:lowdin_charge:R:1
C -0.931 1.568 1.830 -0.3464
C 0.310 0.762 -1.536 -0.1164
C -0.051 1.603 -0.545 -0.1507
C 0.137 -0.718 -1.545 -0.4111
C -0.108 -0.505 0.939 -0.3360
C -0.398 -2.649 -0.257 -0.0068
N -1.430 2.010 2.747 0.1810
N -0.578 0.814 0.828 0.0523
N -0.268 -1.197 -0.331 -0.0771
N -0.179 2.896 -0.404 0.1494
N 1.315 -0.312 1.278 0.1113
O 0.263 -1.455 -2.512 0.0708
F 0.756 1.318 -2.739 0.0305
H -0.533 -1.198 1.640 0.1539
H -1.522 -2.820 -0.321 0.1285
H 0.296 -2.995 -1.062 0.1095
H -0.044 -2.837 0.698 0.0477
H 0.106 3.597 -1.126 0.1554
H -0.684 3.259 0.449 0.1290
H 1.786 -1.212 1.451 0.0954
H 1.755 0.070 0.517 0.0300
```

The net charge is 0. The value obtained for the energy above the lowest of the compared OMol25 structures with the same formula, charge and spin is 0.0 kcal per mole. The spin multiplicity is 1. As for the frontier orbital gap: 9.54 eV. Its SMILES is CN1C(=O)C(F)=C(N)N(C#N)[C@@H]1N. As for the lowest unoccupied orbital energy: 0.01837 hartree.

---

Entry 3:
Entry from OMol25: 2 unconnected molecules or ions with the total composition C2H6N2O2 (ωB97M-V/def2-TZVPD).

XYZ file:
```
12
Properties=species:S:1:pos:R:3:lowdin_spin:R:1
N -0.467 -1.776 1.036 0.0028
C 0.511 -0.820 1.330 0.0010
N 0.376 0.451 1.141 0.0062
H -1.326 -1.653 1.575 0.0000
H -0.734 -1.637 0.063 0.0000
H 1.317 -1.133 1.990 0.0005
H 1.319 0.863 1.238 -0.0001
H 0.033 0.292 -0.309 0.0019
O 0.798 1.770 -2.563 0.7895
C -0.240 1.378 -2.043 0.0999
O -0.379 0.351 -1.329 0.0475
H -1.209 1.914 -2.129 0.0507
```

The net charge is +1. The value obtained for the energy above the lowest of the compared OMol25 structures with the same formula, charge and spin is 67.6 kcal per mole. The expectation value of S² is 0.7557. The spin multiplicity is 2. As for the frontier orbital gap (spin up / spin down): 9.77 / 5.03 eV. As for the lowest unoccupied orbital energy (spin up / spin down): -0.18994 / -0.36351 hartree.

---

Entry 4:
Entry from OMol25: a single C4H9NO2 molecule (ωB97M-V/def2-TZVPD).

XYZ file:
```
16
Properties=species:S:1:pos:R:3:lowdin_charge:R:1
C 0.213 0.360 -0.470 -0.3582
C -0.910 -1.633 0.388 -0.0373
C 1.637 -0.169 -0.305 -0.0455
N -0.664 -0.138 0.555 -0.2220
C 0.286 1.933 -0.293 -0.2164
O -1.920 0.537 0.408 -0.0523
O 0.554 2.715 -1.155 0.0674
H -2.176 0.790 1.304 0.1033
H -0.162 0.156 -1.485 0.1495
H 0.100 2.274 0.747 0.1273
H -1.727 -1.890 1.058 0.0782
H -1.184 -1.907 -0.636 0.0866
H -0.007 -2.152 0.698 0.0741
H 1.945 -0.081 0.734 0.0883
H 2.311 0.413 -0.929 0.0844
H 1.704 -1.207 -0.619 0.0727
```

The net charge is 0. The value obtained for the energy above the lowest of the compared OMol25 structures with the same formula, charge and spin is 74.2 kcal per mole. The spin multiplicity is 1. As for the frontier orbital gap: 10.33 eV. Its SMILES is C[C@H](C=O)N(C)O. As for the lowest unoccupied orbital energy: 0.03301 hartree.

---

Entry 5:
Entry from OMol25: a molecular structure, C12H14KN5O8 (ωB97M-V/def2-TZVPD).

XYZ file:
```
40
Properties=species:S:1:pos:R:3:lowdin_charge:R:1
K 0.000 -0.114 0.196 0.9745
C -1.582 3.706 1.847 -0.0244
N -0.202 4.077 2.090 -0.0839
C 0.014 5.455 2.501 -0.1600
C 1.358 5.601 3.180 -0.1515
C 2.425 5.028 2.274 -0.1598
N 2.088 3.666 1.895 -0.0854
C 3.193 2.847 1.438 -0.0272
C 0.806 3.226 1.747 -0.4650
O 0.565 2.082 1.329 -0.1305
H -2.160 3.780 2.770 0.0953
H -1.628 2.687 1.482 0.0778
H -2.031 4.369 1.103 0.0980
H -0.793 5.728 3.183 0.1247
H -0.054 6.124 1.635 0.1315
H 1.353 5.062 4.129 0.1258
H 1.562 6.651 3.387 0.1204
H 3.389 5.002 2.783 0.1241
H 2.547 5.653 1.380 0.1317
H 3.933 2.741 2.233 0.0943
H 3.678 3.303 0.570 0.0972
H 2.827 1.865 1.163 0.0776
O -5.273 -4.894 -3.661 0.0649
N -4.472 -5.490 -2.962 -0.3657
O -4.455 -6.698 -2.815 0.0713
C -3.480 -4.706 -2.249 -0.1455
C -2.549 -5.344 -1.440 0.0819
C -1.605 -4.604 -0.780 -0.0576
C -1.531 -3.164 -0.822 -0.3178
O -0.781 -2.476 -0.108 -0.1308
C -2.512 -2.604 -1.728 -0.0652
C -3.472 -3.329 -2.387 0.0787
N -2.544 -1.162 -1.911 -0.3390
O -1.476 -0.556 -1.985 -0.0335
O -3.622 -0.615 -2.025 0.0950
N -0.637 -5.340 0.032 -0.3524
O 0.492 -4.900 0.108 0.0910
O -1.013 -6.372 0.561 0.0688
H -2.559 -6.418 -1.324 0.1353
H -4.206 -2.843 -3.013 0.1354
```

The net charge is 0. The value obtained for the energy above the lowest of the compared OMol25 structures with the same formula, charge and spin is 0.0 kcal per mole. The spin multiplicity is 1. As for the frontier orbital gap: 7.99 eV. As for the lowest unoccupied orbital energy: -0.01140 hartree.

---

Entry 6:
Entry from OMol25: a single C4H7FN2O molecule (ωB97M-V/def2-TZVPD).

XYZ file:
```
15
Properties=species:S:1:pos:R:3:lowdin_charge:R:1
C -2.236 0.702 0.267 -0.2570
C -1.861 -0.746 -0.010 -0.1141
C 1.463 -0.811 -0.136 -0.1084
C 2.708 0.024 -0.045 -0.1877
H -0.598 1.459 -0.304 0.0494
H -3.281 0.825 0.007 0.1106
H -2.170 0.866 1.330 0.1120
H -2.688 -1.469 -0.085 0.1118
H 1.608 -1.889 -0.282 0.1232
H 3.314 -0.302 0.791 0.1179
H 3.267 -0.106 -0.953 0.1133
N -0.710 -1.259 -0.158 0.0198
N 0.315 -0.294 -0.048 0.0037
O -1.527 1.645 -0.471 -0.0640
F 2.395 1.352 0.096 -0.0304
```

The net charge is 0. The value obtained for the energy above the lowest of the compared OMol25 structures with the same formula, charge and spin is 57.0 kcal per mole. The spin multiplicity is 1. As for the frontier orbital gap: 10.07 eV. Its SMILES is OC/C=N\N=C\CF. As for the lowest unoccupied orbital energy: 0.02447 hartree.

---

Entry 7:
Entry from OMol25: a gas-phase ion, C4H12N2O (charge +1) (ωB97M-V/def2-TZVPD).

XYZ file:
```
19
Properties=species:S:1:pos:R:3:lowdin_spin:R:1
N 1.115 0.905 -1.718 0.0374
C 1.874 0.617 -0.496 0.1296
C 1.182 0.069 0.903 0.0953
N -0.066 0.555 1.250 0.5368
C -1.212 -0.028 0.447 0.0642
C -1.521 -1.445 0.351 0.0078
O -1.986 -1.783 -0.893 0.0037
H 0.155 1.071 -1.366 0.0095
H 1.246 1.912 -2.130 0.0032
H 2.495 -0.203 -0.738 0.0164
H 2.393 1.453 -0.050 0.0027
H 1.902 0.293 1.734 0.0191
H 1.265 -1.041 0.839 0.0030
H -0.228 1.547 1.069 0.0151
H -1.098 0.439 -0.661 0.0486
H -1.943 0.640 0.872 0.0063
H -2.197 -1.763 1.200 0.0015
H -0.499 -1.948 0.465 -0.0004
H -2.877 -1.291 -1.080 0.0001
```

The net charge is +1. The value obtained for the energy above the lowest of the compared OMol25 structures with the same formula, charge and spin is 78.4 kcal per mole. The expectation value of S² is 0.7556. The spin multiplicity is 2. As for the frontier orbital gap (spin up / spin down): 11.18 / 6.21 eV. As for the lowest unoccupied orbital energy (spin up / spin down): -0.12425 / -0.30445 hartree.

---

Entry 8:
Entry from OMol25: a molecular structure, C3H5N4O (ωB97M-V/def2-TZVPD).

XYZ file:
```
13
Properties=species:S:1:pos:R:3:lowdin_charge:R:1
C -1.020 -0.398 -1.419 -0.0674
C -0.402 0.385 -0.428 -0.2660
C 0.097 1.658 -0.478 0.0524
N -1.624 -1.406 -0.892 0.1792
N -0.429 -0.286 0.763 0.0331
N 0.163 2.835 -0.400 0.3432
N 1.148 -1.160 1.288 0.1788
O -1.243 -1.316 0.519 -0.0518
H -1.194 -0.068 -2.396 0.1279
H 0.620 3.741 -0.355 0.1528
H 1.130 -1.658 0.438 0.0751
H 1.970 -0.503 1.460 0.1632
H 0.785 -1.825 1.899 0.0796
```

The net charge is +1. The value obtained for the energy above the lowest of the compared OMol25 structures with the same formula, charge and spin is 125.5 kcal per mole. The spin multiplicity is 1. As for the frontier orbital gap (spin up / spin down): 8.13 / 8.13 eV. As for the lowest unoccupied orbital energy (spin up / spin down): -0.18608 / -0.18608 hartree.

---

Entry 9:
Entry from OMol25: 2 unconnected molecules or ions with the total composition C2H2Cl6 (ωB97M-V/def2-TZVPD).

XYZ file:
```
10
Properties=species:S:1:pos:R:3:lowdin_charge:R:1
C 2.233 -0.160 0.133 -1.5302
Cl 2.406 -1.624 1.060 0.5524
Cl 1.490 1.132 1.100 0.5297
Cl 1.286 -0.450 -1.348 0.5264
H 3.198 0.203 -0.190 0.0091
C -2.033 0.240 -0.161 -1.5890
Cl -1.712 -1.389 0.460 0.5021
Cl -2.924 1.199 1.000 0.5402
Cl -2.876 0.156 -1.714 0.5208
H -1.067 0.692 -0.340 -0.0614
```

The net charge is 0. The value obtained for the energy above the lowest of the compared OMol25 structures with the same formula, charge and spin is 0.0 kcal per mole. The spin multiplicity is 1. As for the frontier orbital gap: 11.53 eV. Its SMILES is ClC(Cl)Cl.ClC(Cl)Cl. As for the lowest unoccupied orbital energy: 0.01872 hartree.